--- i ---
Density functional theory data (ωB97M-V/def2-TZVPD) for a cluster of 2 separate species, C3H9OS in total.

## Properties
- Kohn-Sham gap: 6.7 eV
- Charge: -1
- HOMO energy: -2.59 eV
- Lowest unoccupied orbital energy: 4.14 eV

Positions of all 14 atoms, in Å:
1 S -0.65025 -0.29952 0.61068
2 O -1.00432 -1.39612 -2.31763
3 C -0.65943 1.08588 1.78014
4 C 0.21694 -1.91464 -2.82526
5 C 0.67268 1.65421 2.20621
6 H 1.06113 -1.25012 -2.62354
7 H -1.28543 1.89038 1.36637
8 H 0.49931 2.58213 2.75702
9 H -0.77571 -1.01431 -1.43557
10 H 0.42892 -2.90584 -2.41747
11 H 1.28276 0.94849 2.78562
12 H 0.08587 -1.95413 -3.91114
13 H 1.34795 1.78574 1.35103
14 H -1.22042 0.78785 2.67355

=====

--- ii ---
Density functional theory data (ωB97M-V/def2-TZVPD) for a cluster of 2 separate species, C3H9OS in total.

## Properties
- Kohn-Sham gap: 6.9 eV
- Charge: -1
- HOMO energy: -2.71 eV
- Lowest unoccupied orbital energy: 4.17 eV

Positions of all 14 atoms, in Å:
1 S 0.67025 -1.77885 0.08527
2 O -2.20703 -0.94057 0.85942
3 C -1.80558 0.26548 1.49209
4 C 1.96452 0.49382 -0.97735
5 C 0.67442 -0.31439 -0.98894
6 H 0.44177 -0.54642 -2.04397
7 H 2.56123 0.30490 -1.88905
8 H -1.42382 -1.46221 0.55463
9 H -1.59498 0.99882 0.67821
10 H -0.80150 0.01600 2.04547
11 H 2.54940 0.37958 -0.06337
12 H 1.82490 1.58322 -1.02027
13 H -2.72091 0.66218 1.96489
14 H -0.13266 0.33843 -0.69703

=====

Stability check: which of them is least stable? ii.

=====

--- i ---
Density functional theory data (ωB97M-V/def2-TZVPD) for the molecule C2H7IP2.

## Properties
- Kohn-Sham gap: 9.1 eV
- Charge: 0
- HOMO energy: -9.23 eV
- Lowest unoccupied orbital energy: -0.14 eV

Positions of all 12 atoms, in Å:
1 I 3.11779 1.98197 0.91516
2 P -0.06904 -0.17484 2.04595
3 P 2.32136 -0.18133 0.02744
4 C 0.51589 0.14083 0.12862
5 C -0.49436 -0.62211 -0.78122
6 H -1.55157 -0.50436 -0.37025
7 H 0.09756 1.23034 2.47259
8 H 0.20539 1.17980 -0.20788
9 H 2.37175 0.17428 -1.26269
10 H -0.26934 -1.71569 -0.62338
11 H -0.22706 -0.31239 -1.81695
12 H -1.35234 0.37928 1.79231

=====

--- ii ---
Density functional theory data (ωB97M-V/def2-TZVPD) for a cluster of 2 separate species, C2H7IP2 in total.

## Properties
- Kohn-Sham gap: 7.2 eV
- Charge: 0
- HOMO energy: -8.28 eV
- Lowest unoccupied orbital energy: -1.13 eV

Positions of all 12 atoms, in Å:
1 I -0.69990 -2.83773 -1.98586
2 P 0.10031 -0.58686 -1.31523
3 P -0.27954 -1.00830 0.81590
4 C -1.44481 0.33696 -1.60927
5 C 1.60935 0.90430 1.89916
6 H 0.89343 -1.59675 1.05515
7 H -2.19279 0.19631 -0.75777
8 H 1.52600 1.87370 1.38179
9 H -1.88331 -0.06392 -2.45447
10 H -1.29326 1.45478 -1.76603
11 H 1.18542 1.02696 2.90947
12 H 2.47911 0.30055 1.82714

=====

Stability check: which of them is least stable? ii.

=====

--- i ---
Density functional theory data (ωB97M-V/def2-TZVPD) for a structure of composition C8H15N2O.

## Properties
- Kohn-Sham gap: 9.8 eV
- Charge: +1
- HOMO energy: -13.09 eV
- Lowest unoccupied orbital energy: -3.27 eV

Positions of all 26 atoms, in Å:
1 O 2.72943 -0.25305 1.13442
2 N -1.60452 -1.15907 -0.43112
3 N 1.17156 0.97750 -0.08824
4 C 1.81346 -0.09413 0.11668
5 C 0.22248 1.44298 -1.08584
6 C -0.23401 2.54046 -0.09792
7 C -2.70385 -0.57546 0.33390
8 C -1.94716 -1.76391 0.84012
9 C 1.01572 2.08066 0.68832
10 C 2.96236 -1.63478 0.68559
11 C 1.98320 -1.38564 -0.49869
12 H -3.66783 -0.68830 -0.02449
13 H -2.34633 -2.83458 0.74730
14 H -2.70001 0.35664 0.70712
15 H -1.11999 2.39276 0.50532
16 H 3.91247 -1.75478 0.29297
17 H -1.32879 -1.65289 1.68265
18 H 0.74909 1.83476 -1.98510
19 H 1.78023 2.86477 0.76059
20 H 2.59985 -2.33851 1.33508
21 H 0.77852 1.65426 1.74998
22 H -2.04521 -1.70865 -1.14192
23 H 1.07342 -1.97661 -0.43723
24 H -0.65900 0.73770 -1.38614
25 H 2.44214 -1.56086 -1.49628
26 H -0.35287 3.60192 -0.47543

=====

--- ii ---
Density functional theory data (ωB97M-V/def2-TZVPD) for a structure of composition C8H15N2O.

## Properties
- Kohn-Sham gap: 10.1 eV
- Charge: +1
- HOMO energy: -14.19 eV
- Lowest unoccupied orbital energy: -4.06 eV

Positions of all 26 atoms, in Å:
1 O 0.32672 1.13194 1.03956
2 N -2.16907 0.37489 0.24366
3 N -2.90676 0.59091 -0.85286
4 C 1.73218 0.43623 -1.07227
5 C -1.43181 1.34711 0.78710
6 C 3.15466 -0.95752 0.31753
7 C -2.52422 -0.92304 0.84232
8 C -3.55678 -0.50691 -1.06845
9 C 1.27473 1.45326 -0.02287
10 C 2.00810 -1.02141 -0.64269
11 C -3.42702 -1.46908 0.01920
12 H -1.68098 2.21178 0.27813
13 H 0.37368 0.09650 1.24914
14 H 2.59140 0.93217 -1.39685
15 H 2.17856 1.81080 0.59861
16 H 1.09554 0.59999 -1.91677
17 H 2.29033 -1.55122 -1.44358
18 H -1.45777 1.53589 1.85021
19 H 4.03287 -0.47966 -0.03822
20 H 1.11387 -1.44447 -0.18188
21 H -4.33611 -0.37395 -1.77530
22 H 2.83355 -0.39467 1.18275
23 H 3.39524 -1.99726 0.66398
24 H 1.03219 2.37367 -0.51952
25 H -2.09903 -1.36115 1.71410
26 H -3.84406 -2.41478 0.14497

=====

Stability check: which of them is least stable? i.

=====

--- i ---
Density functional theory data (ωB97M-V/def2-TZVPD) for a cluster of 2 separate species, CHClFO3 in total.

## Properties
- Kohn-Sham gap (spin up / spin down): 8.2 / 8.2 eV
- Charge: +1
- HOMO energy (spin up / spin down): -16.27 / -16.26 eV
- Lowest unoccupied orbital energy (spin up / spin down): -8.04 / -8.04 eV

Positions of all 7 atoms, in Å:
1 Cl 0.37811 -2.32502 0.21742
2 F 0.75587 -0.39866 -1.32536
3 O -1.56460 1.59105 0.74289
4 O -2.00522 1.79720 -0.39749
5 O -0.63899 0.80342 0.87365
6 C 1.12625 -0.99615 -0.24611
7 H 1.94859 -0.47184 0.13500

=====

--- ii ---
Density functional theory data (ωB97M-V/def2-TZVPD) for a structure of composition CHClFO3.

## Properties
- Kohn-Sham gap (spin up / spin down): 8.4 / 7.8 eV
- Charge: +1
- HOMO energy (spin up / spin down): -16.96 / -17.17 eV
- Lowest unoccupied orbital energy (spin up / spin down): -8.51 / -9.33 eV

Positions of all 7 atoms, in Å:
1 Cl 2.66930 -0.67778 -0.29814
2 F -1.50943 1.46000 -0.25473
3 O 0.66827 -0.19551 0.49103
4 O -0.50454 -0.59469 0.11668
5 O -2.76260 -0.48522 -0.38072
6 C -1.86847 0.23928 -0.24097
7 H 3.30747 0.25392 0.56685

=====

Stability check: which of them is least stable? i.

=====

--- i ---
Density functional theory data (ωB97M-V/def2-TZVPD) for a cluster of 2 separate species, C4H12NS in total.

## Properties
- Kohn-Sham gap: 6.4 eV
- Charge: -1
- HOMO energy: -2.24 eV
- Lowest unoccupied orbital energy: 4.16 eV

Positions of all 18 atoms, in Å:
1 S -1.08753 0.24397 1.14667
2 N 1.54761 0.14121 -0.93742
3 C 0.64155 1.25309 -1.30366
4 C 0.85266 -1.09078 -1.25217
5 C 2.01562 0.20726 0.45777
6 C -2.58724 -0.80084 0.76868
7 H 0.94806 2.13251 -0.72997
8 H -2.24966 -1.83809 0.53699
9 H 2.58671 1.15098 0.58460
10 H -0.35906 0.85090 -1.15136
11 H 1.32218 -1.99874 -0.85088
12 H 2.64678 -0.67383 0.62390
13 H -3.21589 -0.86951 1.66834
14 H 1.17340 0.17154 1.15882
15 H -3.21517 -0.45009 -0.08310
16 H 0.79796 1.52552 -2.35538
17 H -0.21062 -1.08004 -0.85964
18 H 0.80682 -1.22559 -2.35079

=====

--- ii ---
Density functional theory data (ωB97M-V/def2-TZVPD) for a cluster of 2 separate species, C4H12NS in total.

## Properties
- Kohn-Sham gap: 6.5 eV
- Charge: -1
- HOMO energy: -2.46 eV
- Lowest unoccupied orbital energy: 4.05 eV

Positions of all 18 atoms, in Å:
1 S 0.27681 -0.51006 0.99568
2 N -1.81810 -1.93195 -1.29487
3 C 0.96477 2.09922 0.19673
4 C -1.10808 -2.53558 -2.41322
5 C 1.81553 2.39537 1.43341
6 C -0.20355 1.16419 0.47487
7 H -1.81660 -2.96174 -3.12732
8 H -0.54093 -1.75891 -2.92938
9 H -2.44098 -2.59408 -0.85067
10 H -0.84714 1.07874 -0.40574
11 H 2.26079 1.46780 1.79721
12 H 1.20790 2.78934 2.24918
13 H -1.13859 -1.63610 -0.57715
14 H 1.60906 1.65758 -0.56970
15 H 0.58729 3.04851 -0.21243
16 H -0.38615 -3.31151 -2.12127
17 H -0.81574 1.61044 1.26999
18 H 2.63152 3.06315 1.14457

=====

Stability check: which of them is least stable? i.

=====

--- i ---
Density functional theory data (ωB97M-V/def2-TZVPD) for a structure of composition C2H4Br2.

## Properties
- Kohn-Sham gap: 8.4 eV
- Charge: 0
- HOMO energy: -9.75 eV
- Lowest unoccupied orbital energy: -1.34 eV

Positions of all 8 atoms, in Å:
1 Br -2.13094 1.66065 0.15256
2 Br -1.37019 -1.71728 -0.12760
3 C -0.40500 -0.15240 0.49794
4 C 0.81064 0.09066 -0.35758
5 H 1.38657 0.94622 0.04984
6 H 1.53357 -0.66840 -0.28576
7 H -0.37666 -0.09627 1.50397
8 H 0.55200 -0.06318 -1.43337

=====

--- ii ---
Density functional theory data (ωB97M-V/def2-TZVPD) for the molecule C2H4Br2.

## Properties
- Kohn-Sham gap: 10.9 eV
- Charge: 0
- HOMO energy: -10.39 eV
- Lowest unoccupied orbital energy: 0.47 eV

Positions of all 8 atoms, in Å:
1 Br 2.21656 0.74042 -0.03269
2 Br -1.77043 -1.42120 0.03231
3 C -0.38991 -0.17543 -0.58393
4 C 0.33774 0.30259 0.60630
5 H -0.89953 0.56789 -1.19700
6 H 0.28033 -0.70215 -1.26322
7 H -0.18879 1.14530 1.05432
8 H 0.41403 -0.45742 1.38391

=====

Stability check: which of them is least stable? i.